(1)
Entry from the Open Molecules 2025 dataset: the molecule C2H4N2O2 (the ωB97M-V functional and the def2-TZVPD basis).

```
10
Properties=species:S:1:pos:R:3:forces:R:3
C 1.99111 0.39335 0.03799 2.123 -2.572 1.306
H 0.48156 -1.63353 -0.13148 0.868 -0.895 -0.341
H -1.68096 1.10241 -0.11769 0.943 0.827 -0.095
H 2.32214 1.42785 0.14628 0.414 -0.013 -0.291
O 0.67383 0.43773 -0.15069 -1.864 -0.158 -0.201
O 2.67966 -0.61682 0.21494 -1.914 2.698 -0.752
C -0.07175 -0.74206 -0.13881 -2.499 -0.506 0.921
N -1.35564 -0.88311 0.04570 2.685 1.925 -0.400
H -2.95255 0.21808 -0.20850 -0.527 -0.473 0.301
N -2.08740 0.29612 0.30226 -0.228 -0.834 -0.448
```
Positions in Å, forces in eV/Å.

As for the HOMO-LUMO gap: 0.383 Ha. The value obtained for the energy is -338.54770 a.u. The value obtained for the LUMO energy is 0.804 eV.


(2)
Entry from the Open Molecules 2025 dataset: the molecule C2H4N2O2 (the ωB97M-V functional and the def2-TZVPD basis).

```
10
Properties=species:S:1:pos:R:3:forces:R:3
H 1.22886 1.34837 0.77017 -0.043 -0.022 0.037
O 0.25379 0.86381 -1.90587 -0.346 -0.743 -0.035
O -0.30516 -1.45132 0.42254 0.521 -0.724 1.224
H 1.26420 0.11129 2.03954 -0.093 -0.004 0.093
N 0.49577 -0.48809 0.19618 -2.393 0.643 -2.697
C -0.20846 -0.00063 -1.22828 2.645 1.430 1.710
H -1.71347 -1.19860 -1.92799 0.170 0.245 -0.131
C 0.67479 0.52707 1.22538 0.454 0.068 -0.044
H -0.29627 0.88506 1.58023 0.083 -0.132 -0.030
N -1.39406 -0.59695 -1.17191 -0.998 -0.762 -0.126
```
Positions in Å, forces in eV/Å.

As for the HOMO-LUMO gap (spin up / spin down): 0.334 / 0.285 Ha. The value obtained for the energy is -338.42182 a.u. The value obtained for the LUMO energy (spin up / spin down) is -0.777 / -1.592 eV.


(3)
Entry from the Open Molecules 2025 dataset: the molecule C2H4N2O2S (the ωB97M-V functional and the def2-TZVPD basis).

```
11
Properties=species:S:1:pos:R:3:forces:R:3
N 1.69554 0.70802 -0.33600 -0.839 -0.850 -0.677
H -2.16475 1.39960 0.32851 -1.871 -0.757 0.390
C 1.06444 -0.45189 -0.25262 -1.662 1.103 0.139
H 2.63920 0.58527 -0.35848 3.042 0.435 -0.169
N -0.28299 -0.21397 0.15721 -0.188 4.392 -0.130
O 1.55287 -1.49266 -0.52386 0.173 -2.402 -0.052
H -1.01150 -2.02977 0.16811 0.219 -1.678 0.055
S -0.93941 1.69238 0.12346 2.914 -1.856 -0.326
O -2.46640 -0.64903 0.42604 0.797 -0.666 0.116
H 1.21846 1.47486 -0.01203 -0.125 2.277 0.851
C -1.30544 -1.02280 0.27967 -2.458 0.003 -0.198
```
Positions in Å, forces in eV/Å.

As for the HOMO-LUMO gap: 0.343 Ha. The value obtained for the energy is -736.75750 a.u. The value obtained for the LUMO energy is -0.805 eV.


(4)
Entry from the Open Molecules 2025 dataset: the molecule C2H4N2O2S (the ωB97M-V functional and the def2-TZVPD basis).

```
11
Properties=species:S:1:pos:R:3:forces:R:3
C -0.31323 0.02294 -0.28812 1.420 -2.102 0.974
H -0.03686 -1.99459 1.20131 0.927 0.246 0.113
H 0.54969 2.85784 -0.64620 -0.091 0.190 0.327
S 1.33334 -0.17307 0.37441 0.607 0.114 0.682
C 0.97175 -1.55766 1.46102 -1.236 -0.854 1.093
O 0.60862 2.03914 -1.14043 -0.517 -1.025 -0.028
N -0.53354 1.28667 -0.71674 -1.083 1.502 -1.932
N -1.09166 -0.98197 -0.28334 -0.008 0.729 -0.767
H -1.19215 1.24114 -1.51530 0.433 0.486 0.617
O 1.60893 -1.92184 2.41805 0.077 0.629 -1.272
H -1.90488 -0.81860 -0.86465 -0.530 0.085 0.195
```
Positions in Å, forces in eV/Å.

As for the HOMO-LUMO gap: 0.372 Ha. The value obtained for the energy is -736.70613 a.u. The value obtained for the LUMO energy is 0.424 eV.


Record order is preserved below.
Relative energy (zero: lowest compared OMol25 entry of this formula, charge and spin): 277.0; 607.5; 124.5; 259.4 kJ/mol
Record order is preserved below.
Molecular weight: 88.07; 88.07; 120.13; 120.13 g/mol